One molecule with the formula C5H5NO2, computed with wB97M-V/def2-TZVPD.

Calculated values
spin multiplicity	1
gap between HOMO and LUMO	9.0	eV
structure (SMILES)	C#C/C(C)=N\OC=O

Last columns: bonded neighbours and bond lengths (Å).
CARTESIAN COORDINATES (ANGSTROEM)
1 C 2.27195 -1.71321 0.14314  C2 1.251, H9 1.291
2 C 1.83051 -0.56066 -0.06217  C1 1.251, C3 1.336
3 C 1.03204 0.50861 -0.11996  C2 1.336, C4 1.447, N5 1.378
4 C 1.60097 1.81874 0.11317  C3 1.447, H10 1.120, H11 1.129, H12 1.149
5 N -0.32942 0.50144 -0.33097  C3 1.378, O6 1.389
6 O -0.88808 -0.76914 -0.37576  N5 1.389, C7 1.506
7 C -2.26889 -0.56844 0.18998  O6 1.506, O8 1.174, H13 1.144
8 O -2.83390 0.46048 0.22139  C7 1.174
9 H 2.83322 -2.70941 0.74338  C1 1.291
10 H 2.01469 1.82840 1.15370  C4 1.120
11 H 2.57794 2.06186 -0.39870  C4 1.129
12 H 0.63966 2.44775 0.13458  C4 1.149
13 H -2.78321 -1.57972 0.33376  C7 1.144


One molecule with the formula C5H5NO2, computed with wB97M-V/def2-TZVPD.

Calculated values
spin multiplicity	1
gap between HOMO and LUMO	8.2	eV
structure (SMILES)	[H]/N=C1C=C/C(=C/O)O/1

Last columns: bonded neighbours and bond lengths (Å).
CARTESIAN COORDINATES (ANGSTROEM)
1 H -2.04684 -2.27907 0.22462  N2 1.059
2 N -2.40852 -1.28579 0.16328  H1 1.059, C3 1.234
3 C -1.47100 -0.53549 -0.12034  N2 1.234, C4 1.442, O9 1.502
4 C -1.44552 0.90220 -0.23213  C3 1.442, C5 1.388, H10 1.103
5 C -0.17632 1.42001 -0.01232  C4 1.388, C6 1.556, H11 1.258
6 C 0.70742 0.15916 -0.23880  C5 1.556, C7 1.389, O9 1.404
7 C 2.07761 0.14974 -0.00841  C6 1.389, O8 1.313, H12 1.174
8 O 2.67124 -1.02090 -0.01050  C7 1.313, H13 0.939
9 O -0.05621 -1.01852 -0.26314  C3 1.502, C6 1.404
10 H -2.41930 1.41956 -0.22125  C4 1.103
11 H 0.10101 2.52503 0.52116  C5 1.258
12 H 2.51043 1.16676 0.38652  C7 1.174
13 H 1.95600 -1.60270 -0.18869  O8 0.939


One molecule with the formula C5H5NO2S, computed with wB97M-V/def2-TZVPD.

Calculated values
spin multiplicity	1
gap between HOMO and LUMO	10.1	eV

Last columns: bonded neighbours and bond lengths (Å).
CARTESIAN COORDINATES (ANGSTROEM)
1 C -2.28753 1.19233 -0.46766  C2 1.202, H10 1.047
2 C -1.19730 0.85124 -0.84267  C1 1.202, S9 1.783
3 C -0.52032 0.11912 2.11842  N6 1.164, O7 1.149
4 C 1.32224 -0.50153 0.52135  C5 1.562, N6 1.404, H11 1.003, H12 1.069
5 C 0.68424 -1.10977 -0.76756  C4 1.562, S9 1.914, H13 1.090, H14 1.052
6 N 0.34770 -0.37801 1.52383  C3 1.164, C4 1.404
7 O -1.39013 0.51789 2.75405  C3 1.149
8 O 1.24842 1.13446 -1.74853  S9 1.434
9 S 0.10045 0.29396 -1.93033  C2 1.783, C5 1.914, O8 1.434
10 H -3.10304 1.83791 -0.34762  C1 1.047
11 H 2.00688 -1.05199 1.00469  C4 1.003
12 H 1.65639 0.45570 0.18352  C4 1.069
13 H 1.28612 -1.66743 -1.48487  C5 1.090
14 H -0.15413 -1.69387 -0.51661  C5 1.052


One molecule with the formula C5H5NO3, computed with wB97M-V/def2-TZVPD.

Calculated values
spin multiplicity	3
gap between HOMO and LUMO (spin up / spin down)	7.5 / 8.1	eV
<S²>	2.016

Last columns: bonded neighbours and bond lengths (Å).
CARTESIAN COORDINATES (ANGSTROEM)
1 C 2.46321 -0.75105 -0.51934  C2 1.441, C3 1.341
2 C 3.46070 0.00365 0.19712  C1 1.441, O7 1.145
3 C 1.17754 -1.11199 -0.64134  C1 1.341, C5 1.534, H10 1.054
4 C -0.69602 0.33045 -0.20171  C5 1.590, O8 1.201, O9 1.346
5 C 0.18643 -0.79873 0.48686  C3 1.534, C4 1.590, H11 1.154, H12 1.105
6 N -1.20255 2.60411 -0.57880  O9 1.490, H13 1.000, H14 0.966
7 O 4.41337 0.49963 0.59388  C2 1.145
8 O -1.52252 0.03224 -1.02032  C4 1.201
9 O -0.44203 1.58892 0.20334  C4 1.346, N6 1.490
10 H 0.78943 -1.67016 -1.44620  C3 1.054
11 H 0.66376 -0.20324 1.35219  C5 1.154
12 H -0.36881 -1.66547 0.88788  C5 1.105
13 H -1.68337 2.06882 -1.27316  N6 1.000
14 H -1.83591 2.92568 0.07592  N6 0.966